# C3H7N3

The molecule C3H7N3 in a non-equilibrium geometry (ωB97M-V/def2-TZVPD, OMol25).

Computed properties:
E, Eh: -282.62231
Lowest unoccupied orbital energy (alpha / beta), Ha: 0.024 / 0.024
Strongest force on any atom, eV Å⁻¹: 4.52
Energy above the lowest of the compared OMol25 structures with the same formula, charge and spin, kJ/mol: 398.9
M, g mol⁻¹: 85.110
Gap between HOMO and LUMO (alpha / beta), hartree: 0.34153 / 0.34185

Structure (XYZ):
```
13
Properties=species:S:1:pos:R:3:forces:R:3
H 0.003 1.159 1.770 0.2 1.7 0.6
H 2.451 -0.411 -0.870 0.2 -0.9 0.0
H -1.505 -0.956 0.321 0.7 0.0 0.6
C -1.116 0.677 -0.935 0.0 0.3 -0.5
H -2.077 0.605 -1.584 1.6 0.3 1.2
H 1.756 -1.434 0.615 0.9 0.3 -0.9
C -1.183 0.079 0.519 -1.5 0.8 1.5
N 1.086 0.442 0.287 -0.3 2.0 -0.9
H -1.943 0.529 1.255 0.5 -0.6 -1.5
N -0.007 1.049 -1.380 0.0 -0.9 1.7
C 1.616 -0.797 -0.294 -2.3 0.0 1.3
H 0.832 -1.338 -0.876 0.8 0.3 -0.1
N 0.087 0.396 1.171 -0.7 -3.4 -2.9
```
Positions in Å, forces in eV/Å.

For reference, the Mulliken charges in units of e are: 0.264 0.267 0.208 0.105 0.313 0.326 -0.549 -0.385 0.336 -0.511 -0.574 0.230 -0.028